A.
{
  "formula": "C5H24N2O7",
  "method": "ωB97M-V/def2-TZVPD",
  "charge": 0,
  "spin_multiplicity": 1,
  "e_homo_ev": -8.99,
  "symbols": ["C", "N", "C", "C", "N", "C", "C", "O", "H", "H", "H", "H", "H", "H", "H", "H", "H", "H", "H", "H", "O", "H", "H", "O", "H", "H", "O", "H", "H", "O", "H", "H", "O", "H", "H", "O", "H", "H"],
  "xyz": [[-1.50683, 2.52859, -1.79731], [-0.50643, 1.51523, -1.51647], [0.81305, 2.00603, -1.01344], [1.82674, 0.81916, -1.01217], [1.33635, -0.06827, 0.05643], [2.26695, -0.58394, 1.06194], [1.62960, -1.60905, 1.97948], [2.29192, -2.55094, 2.34804], [-1.04423, 3.35296, -2.33689], [-2.38559, 2.09704, -2.29364], [-1.97032, 2.93700, -0.87959], [-0.83758, 0.86734, -0.76301], [0.77393, 2.50746, -0.05383], [0.97657, 2.71361, -1.86193], [2.78290, 1.27669, -0.64818], [1.92070, 0.33778, -2.03352], [0.59224, -0.67653, -0.23593], [2.52845, 0.21736, 1.81735], [3.12547, -1.02074, 0.55238], [0.55027, -1.70890, 2.26228], [1.41385, -3.11022, -0.81416], [0.97642, -2.36004, -1.22794], [0.73896, -3.75491, -0.59329], [0.29720, 1.67851, 2.07527], [0.53212, 0.94670, 1.47486], [1.04577, 2.15090, 2.43712], [-2.75259, 1.17989, 2.15746], [-2.34091, 1.63690, 2.89797], [-2.19637, 1.34900, 1.38528], [-0.82438, -1.37946, -2.73249], [-0.77933, -0.42829, -2.79299], [-0.58841, -1.77270, -3.57478], [-1.44453, -2.20062, -0.02567], [-1.52947, -2.19615, -1.02293], [-1.84884, -3.06809, 0.11802], [-1.70108, -1.33209, 2.49354], [-1.83193, -1.71643, 1.61368], [-2.33068, -0.58079, 2.49909]],
  "lowdin_charge": [-0.1332, -0.1555, -0.2159, -0.1691, -0.1157, -0.1722, -0.2407, 0.0348, 0.0767, 0.0783, 0.0761, 0.0989, 0.0898, 0.1163, 0.1269, 0.1282, 0.0678, 0.1333, 0.1244, 0.1166, -0.0419, -0.0084, 0.0373, -0.0703, -0.0086, 0.0415, -0.0541, 0.0556, 0.0289, -0.0428, 0.0144, 0.0603, -0.0795, 0.0527, 0.0708, -0.0985, -0.0277, 0.0042]
}

***

B.
{
  "formula": "C5H24N2O7",
  "method": "ωB97M-V/def2-TZVPD",
  "charge": 0,
  "spin_multiplicity": 1,
  "e_homo_ev": -8.30,
  "symbols": ["N", "C", "C", "C", "C", "N", "C", "O", "H", "H", "H", "H", "H", "H", "H", "H", "H", "H", "H", "H", "O", "H", "H", "O", "H", "H", "O", "H", "H", "O", "H", "H", "O", "H", "H", "O", "H", "H"],
  "xyz": [[1.66618, 0.02483, 2.28686], [0.26663, -0.04865, 1.86634], [-0.47373, 1.05572, 1.85219], [-1.91336, 1.30752, 1.40671], [-2.52075, 0.47456, 0.32040], [-3.94834, 0.86684, 0.18324], [-1.81793, 0.84225, -1.01097], [-2.29324, -0.04227, -1.88926], [2.09730, -0.97137, 2.60523], [1.86474, 0.74257, 2.94062], [-0.02222, -0.85414, 1.29214], [-0.20879, 1.99474, 2.26567], [-2.46346, 1.12759, 2.34679], [-2.09398, 2.33626, 1.29151], [-2.20841, -0.54891, 0.62231], [-4.48320, 0.03633, 0.59789], [-4.10691, 0.87189, -0.84082], [-0.76494, 0.67226, -0.60059], [-2.01909, 1.89863, -1.16086], [-2.07159, 0.03917, -2.78320], [3.14489, -2.26519, 0.07213], [2.34587, -1.87830, -0.08403], [3.01480, -2.48095, 1.03606], [1.30313, -0.20588, -3.33041], [0.97029, 0.76768, -2.89506], [2.09534, -0.32351, -2.83931], [1.06824, 2.79027, -1.42071], [1.86437, 2.43407, -1.11379], [0.25931, 2.31219, -1.43374], [0.16590, -2.69292, 1.75963], [1.04000, -3.12792, 1.70199], [-0.03637, -2.56450, 0.89656], [3.27753, 0.46627, -0.82742], [2.90164, 0.20284, 0.00594], [3.90977, -0.23221, -1.00515], [0.29873, -1.76958, -1.09508], [0.61155, -1.73423, -2.02651], [-0.71987, -1.52397, -0.99328]],
  "lowdin_charge": [0.0267, -0.1879, -0.0989, -0.1919, -0.4004, 0.0475, -0.3072, -0.0079, 0.1300, 0.0517, 0.0261, 0.0915, 0.1255, 0.0953, 0.1472, 0.1093, 0.0716, 0.1119, 0.1371, 0.0863, -0.0232, -0.0721, 0.0629, -0.1149, 0.1424, -0.0231, -0.0100, -0.0082, -0.0225, -0.0235, 0.0619, -0.0561, -0.0438, -0.0040, 0.0368, -0.1087, 0.0408, 0.1017]
}

***

C.
{
  "formula": "C5H24N2O7",
  "method": "ωB97M-V/def2-TZVPD",
  "charge": 0,
  "spin_multiplicity": 1,
  "e_homo_ev": -8.72,
  "symbols": ["C", "N", "C", "C", "C", "N", "C", "O", "H", "H", "H", "H", "H", "H", "H", "H", "H", "H", "H", "H", "O", "H", "H", "O", "H", "H", "O", "H", "H", "O", "H", "H", "O", "H", "H", "O", "H", "H"],
  "xyz": [[2.57131, 0.64915, -2.04936], [1.61238, 0.59979, -1.19516], [1.66702, 1.35943, -0.00035], [0.36778, 1.46603, 0.73911], [-0.74296, 2.27866, 0.03057], [-0.48355, 3.68999, 0.19860], [-2.19179, 2.05364, 0.56511], [-3.07658, 2.57075, -0.44514], [3.46121, 1.29006, -2.14395], [2.42051, 0.10021, -2.96066], [2.33978, 2.30444, 0.07968], [2.28641, 0.70902, 0.68685], [0.02228, 0.40179, 0.92556], [0.39924, 1.97243, 1.71631], [-0.84769, 1.89677, -1.03134], [-0.19056, 4.06424, 1.07302], [-0.01758, 4.09727, -0.58618], [-2.54208, 1.00464, 0.55700], [-2.50971, 2.47070, 1.53430], [-2.96804, 2.16440, -1.30299], [-1.72051, -3.52276, -0.36436], [-1.04915, -3.62433, -1.04238], [-1.26690, -3.26623, 0.46902], [-0.83956, -2.55162, 2.63530], [-0.76963, -2.13032, 3.49483], [0.04786, -2.53950, 2.22669], [1.43703, -2.16442, 1.28603], [2.08056, -2.57683, 0.67501], [1.65118, -1.26976, 1.63264], [2.07377, -2.74043, -1.19404], [2.25500, -1.81215, -1.33162], [1.60678, -3.00763, -2.01021], [-2.18720, -0.65247, 1.61643], [-1.69731, -1.50431, 1.75817], [-2.97926, -0.74375, 2.15303], [0.04779, -1.40653, -2.90721], [-0.54183, -0.78575, -3.34634], [0.27401, -0.84464, -2.14197]],
  "lowdin_charge": [-0.0199, -0.0300, -0.2853, -0.1770, -0.3710, 0.0499, -0.2128, -0.1049, 0.0896, 0.0605, 0.1477, 0.1155, 0.1100, 0.1220, 0.1503, 0.0702, 0.0657, 0.0864, 0.1282, 0.0653, -0.0571, 0.0166, 0.0159, -0.0574, 0.0704, 0.0078, -0.0704, 0.0456, 0.0633, -0.0592, -0.0022, 0.0611, -0.1002, -0.0159, 0.0459, -0.0715, 0.0431, 0.0036]
}

***

D.
{
  "formula": "C5H24N2O7",
  "method": "ωB97M-V/def2-TZVPD",
  "charge": 0,
  "spin_multiplicity": 1,
  "e_homo_ev": -8.66,
  "symbols": ["C", "N", "C", "C", "N", "C", "C", "O", "H", "H", "H", "H", "H", "H", "H", "H", "H", "H", "H", "H", "O", "H", "H", "O", "H", "H", "O", "H", "H", "O", "H", "H", "O", "H", "H", "O", "H", "H"],
  "xyz": [[2.43486, 3.23180, 0.12293], [1.43204, 2.17325, 0.24933], [1.29463, 1.45480, -1.04232], [-0.14952, 0.82859, -1.18823], [-0.21170, -0.46282, -0.50153], [-1.41619, 1.77961, -0.82727], [-2.33949, 1.56956, -1.91486], [-2.85426, 0.56084, -2.37834], [2.19925, 4.08626, -0.60198], [2.45804, 3.66583, 1.11895], [3.43706, 2.93658, -0.22474], [1.31950, 1.51176, 0.99204], [2.06545, 0.66909, -1.22574], [1.38641, 2.24270, -1.84902], [-0.19208, 0.70403, -2.30524], [0.04915, -0.45996, 0.45397], [-0.96179, -1.10902, -0.75205], [-0.83226, 2.63109, -0.53315], [-1.88237, 1.39542, 0.10971], [-2.66498, 2.49687, -2.32021], [-2.44891, -2.01974, -3.42795], [-2.70587, -2.02353, -2.50455], [-2.51086, -1.10722, -3.73344], [-0.50844, -3.70510, -1.52090], [-0.12089, -3.51109, -2.37276], [-1.44294, -3.91280, -1.69409], [0.25959, -2.09893, 2.65272], [0.81254, -2.36192, 3.38167], [-0.16988, -2.85425, 2.26623], [-0.18058, 1.79809, 3.41334], [-0.59432, 2.38733, 2.77441], [0.47855, 1.34315, 2.87470], [2.50194, 1.00436, 3.79558], [3.14041, 0.81634, 4.47673], [1.61818, 1.21879, 4.11510], [1.33948, -3.98685, 0.88705], [0.53038, -3.73570, 0.44642], [2.06341, -3.85600, 0.27836]],
  "lowdin_charge": [-0.1416, -0.1227, -0.1912, -0.3375, 0.0529, -0.0981, -0.2735, 0.0344, 0.0969, 0.0699, 0.0723, 0.0770, 0.1229, 0.1212, 0.1339, 0.0412, 0.0664, 0.0910, 0.1358, 0.1063, -0.0693, 0.0126, 0.0158, -0.0516, 0.0433, 0.0483, -0.0516, 0.0331, 0.0100, -0.0460, 0.0457, -0.0014, -0.0525, 0.0339, 0.0039, -0.0576, -0.0113, 0.0372]
}

***

What should be chosen as the most stable of them? Choose A.

***

A.
{
  "formula": "CH6OSi",
  "method": "ωB97M-V/def2-TZVPD",
  "charge": 0,
  "spin_multiplicity": 1,
  "e_homo_ev": -10.44,
  "symbols": ["C", "O", "Si", "H", "H", "H", "H", "H", "H"],
  "xyz": [[-0.67409, 1.20605, -0.05712], [-0.34856, 0.05201, -0.74903], [0.60604, -1.13795, -0.03452], [0.19208, 1.58646, 0.49229], [-1.47704, 0.97441, 0.62402], [-0.92247, 1.98789, -0.78782], [1.88670, -1.30168, -0.70283], [-0.02445, -2.41405, -0.22730], [0.76178, -0.95312, 1.44232]],
  "lowdin_charge": [-0.2123, -0.3954, 0.5941, 0.0700, 0.0769, 0.0887, -0.0817, -0.0891, -0.0511]
}

***

B.
{
  "formula": "CH6OSi",
  "method": "ωB97M-V/def2-TZVPD",
  "charge": 0,
  "spin_multiplicity": 1,
  "e_homo_ev": -9.43,
  "symbols": ["C", "O", "Si", "H", "H", "H", "H", "H", "H"],
  "xyz": [[0.90034, 0.52091, -0.43073], [-2.09575, -0.04008, -0.32286], [-0.02691, -0.61090, 0.86002], [0.12386, 0.64943, -1.29376], [1.05089, 1.42881, 0.12373], [1.80733, 0.26658, -0.86716], [-1.78533, 0.02443, -1.24922], [0.36594, -0.16364, 2.17801], [-0.34037, -2.07554, 1.00197]],
  "lowdin_charge": [-0.2566, -0.4164, 0.8801, 0.0467, 0.0083, -0.0211, -0.0765, -0.0897, -0.0747]
}

***

What should be chosen as the most stable of them? Choose A.

***

A.
{
  "formula": "C4H15N3O2",
  "method": "ωB97M-V/def2-TZVPD",
  "charge": 0,
  "spin_multiplicity": 1,
  "e_homo_ev": -8.55,
  "symbols": ["C", "C", "N", "N", "N", "O", "H", "H", "H", "H", "H", "H", "H", "H", "H", "C", "C", "O", "H", "H", "H", "H", "H", "H"],
  "xyz": [[1.50212, -0.03312, 0.20442], [0.41162, -0.00541, -0.91467], [1.79104, -1.41738, 0.51069], [2.71629, 0.69191, -0.18451], [1.00385, 0.61628, 1.42750], [0.08483, 1.31532, -1.25545], [-0.57719, 1.63477, -0.61673], [1.60660, 1.39138, 1.67925], [1.90601, -1.96978, -0.33066], [2.64566, -1.48197, 1.05479], [2.45941, 1.60926, -0.53780], [3.20394, 0.20117, -0.92548], [1.01648, -0.05125, 2.19113], [-0.59024, -0.44889, -0.31222], [0.89803, -0.42097, -1.80269], [-1.97122, -0.10409, 0.71084], [-3.01781, -0.36183, -0.12107], [-1.64355, 1.21344, 0.99349], [-0.73420, 1.20380, 1.37180], [-1.74950, -0.78764, 1.52905], [-1.57901, -1.08945, -2.34364], [-3.57621, 0.46564, -0.53436], [-2.20378, -0.91760, -1.83235], [-3.60319, -1.25361, 0.03867]],
  "lowdin_charge": [-0.6646, -0.2425, 0.0819, 0.0743, 0.0786, -0.0731, 0.0681, 0.0919, 0.0756, 0.0818, 0.0738, 0.0744, 0.0927, 0.1010, 0.1179, -0.3274, -0.0623, -0.0697, 0.0483, 0.1301, 0.0795, 0.0754, 0.0313, 0.0631]
}

***

B.
{
  "formula": "C4H15N3O2",
  "method": "ωB97M-V/def2-TZVPD",
  "charge": 0,
  "spin_multiplicity": 1,
  "e_homo_ev": -8.22,
  "symbols": ["N", "C", "C", "N", "C", "C", "N", "H", "H", "H", "H", "H", "H", "H", "H", "H", "H", "H", "O", "H", "H", "O", "H", "H"],
  "xyz": [[-2.64294, 1.24525, 0.70216], [-1.31731, 1.39975, 1.22188], [-0.20691, 1.00774, 0.59522], [-0.24334, 0.41665, -0.68428], [1.14636, 1.14974, 1.27983], [2.27699, 0.15771, 0.95133], [2.42243, -0.91107, 1.95008], [-2.65589, 0.41089, 0.13660], [-2.96499, 2.00104, 0.11486], [-1.27393, 1.77126, 2.23332], [0.69722, 0.25989, -1.02155], [-0.69672, -0.48319, -0.84728], [1.01938, 1.17908, 2.36066], [1.46252, 2.18518, 1.09015], [3.17635, 0.76687, 0.87438], [2.17150, -0.37361, 0.01039], [1.50983, -1.04793, 2.39060], [2.96750, -0.61192, 2.75157], [-2.12853, -1.12198, -2.25401], [-2.55073, -0.96892, -3.10737], [-2.37707, -0.36591, -1.70211], [0.79780, -2.46949, -2.62974], [1.29583, -1.85212, -3.17129], [0.82006, -2.14632, -1.72282]],
  "lowdin_charge": [0.0229, -0.1757, -0.3353, 0.0845, -0.1503, -0.2726, -0.0163, 0.0339, 0.0714, 0.0971, 0.0563, 0.0597, 0.1064, 0.1131, 0.1080, 0.0786, 0.0662, 0.0604, -0.0632, 0.0518, 0.0071, -0.0516, 0.0346, 0.0131]
}

***

What should be chosen as the most stable of them? Choose B.

***

A.
{
  "formula": "C4H3F6NS",
  "method": "ωB97M-V/def2-TZVPD",
  "charge": 0,
  "spin_multiplicity": 1,
  "e_homo_ev": [-9.39, -9.95],
  "symbols": ["C", "C", "C", "C", "N", "F", "F", "F", "F", "F", "F", "S", "H", "H", "H"],
  "xyz": [[1.38697, 0.27787, 1.58030], [-0.47821, -0.10204, -0.10483], [-1.57211, 0.67334, -0.78577], [0.01588, -1.33654, -0.80948], [1.55221, 0.87581, 0.28011], [-2.35659, -0.08148, -1.55701], [-2.36561, 1.28899, 0.09749], [-1.06217, 1.63472, -1.57136], [0.04632, -1.18570, -2.13128], [1.22762, -1.73477, -0.42512], [-0.81101, -2.37379, -0.55632], [-0.43633, -0.01669, 1.68967], [1.92516, -0.67216, 1.60747], [1.69681, 0.90910, 2.42026], [1.23107, 1.84334, 0.26588]],
  "lowdin_charge": [-0.5214, -0.2930, -0.6616, -0.6626, 0.0698, 0.1655, 0.1154, 0.1491, 0.1695, 0.1403, 0.1376, 0.9845, 0.0676, 0.0773, 0.0619]
}

***

B.
{
  "formula": "C4H3F6NS",
  "method": "ωB97M-V/def2-TZVPD",
  "charge": 0,
  "spin_multiplicity": 1,
  "e_homo_ev": [-9.69, -9.69],
  "symbols": ["F", "C", "F", "F", "C", "S", "C", "F", "F", "F", "C", "N", "H", "H", "H"],
  "xyz": [[-0.07355, 2.06449, -0.44549], [-0.06201, 1.48789, 0.72163], [-1.33457, 1.32141, 1.10541], [0.48077, 2.39244, 1.56558], [0.71369, 0.20943, 0.78736], [2.14881, 0.05328, 0.04271], [0.18207, -1.06072, 1.54665], [-0.15800, -0.74638, 2.80543], [-0.70899, -1.74981, 0.94556], [1.29579, -1.89661, 1.74373], [-0.15555, -0.52320, -2.38830], [-0.82790, -0.37692, -1.33460], [0.86496, -0.95933, -2.42163], [-0.72924, -0.37350, -3.40147], [-1.63629, 0.15755, -1.27256]],
  "lowdin_charge": [0.1580, -0.7259, 0.1492, 0.1356, -0.5023, 0.9038, -0.6477, 0.1468, 0.2027, 0.0173, -0.0913, 0.0416, 0.0616, 0.1053, 0.0455]
}

***

What should be chosen as the most stable of them? Choose B.